Formula: C75H176BrN7O4P
Source: the OMol25 dataset
Level of theory: ωB97M-V/def2-TZVPD

```
264
Properties=species:S:1:pos:R:3
C 7.479 3.215 -3.527
H 3.384 2.721 13.394
H -9.665 1.756 1.096
C 4.417 -6.822 -1.734
C -4.755 1.744 -2.345
H 3.038 6.992 -2.938
H -11.477 1.661 2.917
H 0.199 5.388 12.838
H 1.856 -6.698 -6.370
C -3.964 10.886 -1.877
H 0.482 2.340 -9.301
C 2.327 -1.307 -10.665
H -3.324 16.004 -0.373
H 2.396 -5.480 -1.032
C 2.230 3.950 10.467
H 0.094 -0.636 -10.544
P 5.181 -7.417 -3.278
H 9.049 1.614 -3.677
H 1.960 1.436 -5.897
C -6.280 13.076 -2.109
C -10.115 0.811 1.429
C 1.411 2.911 10.745
C -3.037 -0.548 -4.669
H -4.953 0.535 -4.476
H 3.450 4.273 14.267
C 5.026 4.199 -2.257
H -0.606 6.522 14.879
H -4.859 10.694 -2.546
C -11.342 0.324 5.869
C -0.844 -8.075 8.958
H 4.921 4.021 -3.336
C -12.117 -1.810 5.091
H 7.644 2.765 0.890
H -0.010 -9.810 8.067
H 0.953 2.090 12.733
C 0.712 -10.976 9.720
H 3.450 -4.857 0.213
H 3.169 0.000 -9.137
H -0.065 -8.333 6.960
H 5.901 -6.557 -6.310
H 3.433 -7.213 -1.619
H -10.211 -2.718 5.528
H -0.754 -7.369 9.835
H 7.336 -6.618 -2.693
H -1.316 1.291 -10.211
N 1.906 4.121 12.795
H -10.860 0.482 0.743
O -3.797 0.736 -2.746
H -9.843 1.397 3.503
H -2.135 -0.481 -4.153
H 0.145 -12.452 11.778
C -4.032 12.255 -1.237
H -6.619 13.949 -2.619
H 2.120 -6.913 7.527
C -7.109 12.799 -0.858
H 8.755 5.326 -2.847
C 0.977 5.124 13.572
H 5.014 -7.264 -0.842
H 2.167 -4.652 -8.021
H -3.804 -3.363 -3.101
H 3.322 -6.761 -7.237
C -10.388 -0.723 6.493
H 6.578 -12.743 -1.420
C 1.089 0.521 -7.518
H 6.274 4.785 -0.688
H 1.135 2.241 9.978
H -2.183 -0.271 -9.987
C 2.303 -0.586 -9.298
N -11.910 -0.396 4.636
H 5.225 -4.946 -1.154
C -13.220 0.141 4.283
C -4.726 14.519 -0.919
C 6.382 4.669 -1.774
C -3.909 0.608 -4.149
H 4.979 -9.730 -3.070
H -1.802 9.516 -3.901
H 7.178 4.056 -4.190
H 4.549 -7.923 -5.505
H -4.494 12.125 -0.233
H -9.687 8.835 -8.815
C 2.265 -9.573 7.001
C 6.775 -9.299 -1.810
H 4.453 5.866 -1.040
C 2.529 -4.768 -7.011
H 8.581 -6.701 -4.677
H 4.003 -6.407 9.298
H 2.128 5.830 11.722
H 5.658 -11.850 -2.706
H 3.661 -2.718 -0.899
H -12.437 15.230 6.464
H -10.083 -0.892 3.872
H -2.171 -2.680 -6.006
N 1.129 0.314 -9.022
H -12.137 -2.542 4.275
H -2.457 -3.793 -4.627
H -3.061 15.687 -2.063
H -1.320 -2.410 -4.539
H -4.926 14.185 0.112
H 7.714 -10.787 -0.699
H -0.320 -1.323 -8.921
H -0.321 -10.361 9.618
H -5.514 15.215 -1.164
H 0.516 4.535 14.374
C -3.068 1.457 -8.269
H -12.148 0.595 6.510
H 6.643 5.622 -2.134
C 2.810 3.547 13.778
C -10.630 0.968 2.899
C 3.173 -4.774 -0.857
H 7.919 -11.194 -2.362
H -8.115 12.488 -1.179
C 1.778 -9.929 9.568
C -3.332 15.219 -1.095
C 0.280 7.109 14.710
C 5.999 -7.243 7.917
Br 0.516 -0.226 -3.861
H 3.377 -1.502 -10.951
H -6.714 11.940 -0.279
H 0.959 1.505 -10.781
H 4.005 -8.308 9.566
C 6.711 -6.427 -3.612
H -9.402 -1.209 1.280
H -4.360 12.801 -3.831
H 2.949 4.056 9.666
C 6.995 -6.355 -6.233
H -13.935 -0.153 4.980
H 1.775 2.516 -7.270
H -6.325 12.177 -2.687
H 4.734 3.249 -1.836
H -11.480 -1.047 2.809
H 6.404 2.145 -1.195
H -2.981 12.649 -1.100
C 1.676 6.493 14.036
H 8.045 1.771 -1.516
H -5.620 -2.515 -7.095
H 0.988 -11.401 10.702
C 7.190 -10.755 -1.705
H -1.943 -8.371 9.086
C 3.406 -6.118 -5.154
H -3.945 10.228 -1.031
H -3.480 8.823 -3.498
H -13.466 -0.291 3.318
H 8.615 14.314 10.619
H 2.355 -3.204 -2.124
C 0.430 8.317 15.243
H 6.366 -6.853 8.955
H -3.861 -2.523 -7.209
H 9.103 4.808 -1.126
O -2.798 10.618 -2.576
C -2.557 9.317 -3.128
H -2.132 8.759 -2.258
H 3.126 4.980 -1.599
C -1.394 0.413 -9.482
H 0.061 0.837 -7.249
H -3.069 2.310 -8.988
C -0.099 -0.438 -9.483
H 6.737 -7.137 7.033
C 4.294 -5.291 -1.649
H -13.061 -1.843 5.620
H -3.924 0.879 -8.525
H -2.492 14.584 -0.785
H -4.515 14.478 -3.646
H -2.756 -0.411 -5.670
H -7.192 13.666 -0.233
C 4.059 5.392 -1.939
H 3.195 -8.107 -4.373
H 6.401 -5.412 -3.639
C 8.891 4.451 -2.128
N 1.569 -8.844 8.238
N -4.830 13.350 -1.838
H -5.467 -1.900 -4.700
H -9.396 -0.620 6.123
H 3.115 1.388 -7.303
H 1.931 -0.636 -11.463
N 7.505 3.701 -2.116
H 2.156 -8.923 6.160
C 6.059 -11.762 -1.664
H -8.550 -0.174 0.186
H 4.746 6.904 -3.349
C 3.809 -7.471 8.895
H -0.210 3.545 12.024
C 1.201 1.635 -9.700
H -10.825 1.200 5.456
H -2.234 -1.090 -1.954
C 7.610 -7.184 -7.369
C 9.807 3.414 -2.698
N -3.391 -1.942 -4.466
H -11.346 -2.687 6.852
H 2.577 -5.895 -4.424
H 9.264 2.936 -4.772
H 4.343 -4.813 -2.616
C -4.615 -2.377 -5.168
H 7.508 -8.033 -4.820
H 7.275 -6.874 -8.357
H 7.271 -8.183 -7.261
H 1.811 -6.976 9.285
H 3.573 5.733 -4.016
H 2.049 -3.054 -0.363
C 7.505 -6.928 -4.866
C -3.602 -2.301 -3.043
C 2.795 -6.200 -6.552
H -4.167 1.683 6.406
C -4.200 13.576 -3.148
H 1.705 -2.252 -10.806
H 8.708 -7.151 -7.347
H 6.323 -9.089 -0.869
H -4.720 -3.391 -4.878
C -4.675 -2.008 -6.685
H -8.111 -0.209 1.918
C 2.086 1.508 -6.982
H 7.669 -8.693 -1.956
C 0.129 -8.682 8.058
H 1.767 -9.315 10.478
C -10.961 -0.386 3.471
C 2.774 -3.347 -1.135
C 8.941 2.712 -3.756
H -13.082 1.215 4.182
C 7.402 2.570 -1.198
H 6.376 -9.197 -3.899
H -4.425 -1.751 -2.665
H -4.788 1.702 -1.228
O -1.859 0.770 -8.189
H 2.770 -10.289 9.288
H 6.760 2.368 -3.539
H 1.185 -0.491 -7.066
H -1.540 -2.670 -2.384
C -8.981 -0.214 1.180
H -2.968 -5.503 8.796
H 5.205 -11.678 -0.901
H -10.399 -0.659 7.606
H 1.813 -10.477 6.619
H 10.243 2.781 -1.909
C 4.027 -7.452 -4.690
H 1.725 7.246 13.294
H 0.716 -11.812 9.034
C -10.963 -2.123 6.022
O 4.843 -7.657 7.798
H -3.189 1.947 -7.330
H -5.692 1.460 -2.697
H -4.746 -0.939 -6.937
H 2.141 3.084 14.533
H -3.120 13.627 -3.009
H 2.206 2.071 -9.593
H -3.546 1.522 -4.609
H -2.818 -2.438 -1.089
H 4.187 -5.309 -5.152
C 5.796 -9.042 -2.985
H 3.465 4.969 11.738
H 2.230 -1.305 -8.463
C -2.232 -2.775 -4.959
H 0.201 9.470 15.337
H 3.490 -4.281 -6.940
H 7.689 2.894 -0.235
H 1.921 -4.284 -6.247
C 0.980 2.899 12.082
H -4.351 2.618 -2.794
H 3.268 -9.712 7.440
H 7.240 -5.280 -6.178
C -2.444 -2.135 -2.063
C 3.859 6.296 -3.143
C 2.284 -7.527 8.452
H 2.545 6.739 14.656
H 10.685 3.848 -3.162
C 2.387 4.830 11.575
```

Properties
net charge = +7
strongest force on any atom = 0.149 Eh/bohr
multiplicity = 1
orbital gap = 0.710 eV
highest occupied orbital energy = -12.9 eV